DFT (ωB97M-V with the def2-TZVPD basis set) results for the molecule C4H9NS in a non-equilibrium geometry.

* SMILES string: C[C@]1(N)C[C@H]1S
* relative energy (zero: lowest compared OMol25 entry of this formula, charge and spin): 36.46 kcal per mole
* frontier orbital gap: 0.35372 Ha
* E: -16617.8735 eV

```
15
Properties=species:S:1:pos:R:3:forces:R:3
S -2.589839 0.367557 -0.255858 -0.2 -0.4 0.6
N 0.265270 1.607351 0.446343 -1.4 0.5 -0.5
C 0.232191 0.211809 0.070237 1.3 1.0 -0.5
C 1.366254 -0.187554 -0.761563 1.5 0.3 -3.1
C -1.006170 -0.479508 -0.205836 -2.3 -0.7 -1.7
C -0.226619 -0.849346 1.005959 -0.1 0.4 1.1
H 1.264010 -1.105762 -1.392246 -0.3 0.6 0.6
H 1.593572 0.655295 -1.492694 -0.1 -1.0 0.7
H 2.251539 -0.349688 -0.180858 0.7 0.1 0.5
H -0.910724 -1.173520 -1.079748 -0.2 0.5 1.1
H 0.214708 -1.837276 0.888370 0.2 0.3 0.6
H -0.430631 -0.409841 1.995272 -0.5 -0.8 -0.5
H 0.160237 2.289507 -0.347100 0.0 -1.4 0.9
H 1.135268 1.814994 0.867125 1.0 0.2 0.6
H -3.319061 -0.554018 0.442593 0.4 0.4 -0.4
```
Forces are in eV/Å.

---

DFT (ωB97M-V with the def2-TZVPD basis set) results for a structure of composition C11H18MnN3O6P in a non-equilibrium geometry.

* charge: +2
* frontier orbital gap (alpha / beta): 0.27458 / 0.16946 Ha
* E: -69042.2774 eV
* multiplicity: 6

```
40
Properties=species:S:1:pos:R:3:forces:R:3
Mn 0.213974 0.040278 -0.198242 -1.8 -0.3 1.6
P -1.822842 -0.536619 2.654035 0.4 -2.3 -0.3
O 1.109644 -2.748862 0.572773 -1.1 3.7 -1.1
O -1.432548 -0.146631 1.263994 -1.0 0.1 1.3
O 2.293054 0.357227 -2.257445 -3.2 -0.5 3.3
O -1.047474 2.781745 -0.419198 1.6 -3.1 0.1
O -1.980815 -1.051863 -1.982687 2.8 1.3 1.9
O 1.964233 0.955805 2.077745 -1.9 -1.1 -2.8
N -0.947501 0.340134 3.769501 -0.6 0.8 0.2
N -3.450507 -0.182696 2.936771 0.2 1.2 -1.9
N -1.637027 -2.167008 2.903848 0.1 0.9 -0.5
C -0.799340 1.789074 3.537210 0.2 0.1 -0.4
C -1.927840 -3.058047 1.748988 0.1 -0.1 -0.3
C -1.095282 -0.628179 -1.370481 -5.9 -2.9 -4.5
C -1.769498 -2.875832 4.175772 -0.1 -0.3 0.3
C 1.261834 0.624369 1.213466 4.3 2.7 6.4
C 1.490294 0.225161 -1.430543 7.7 1.2 -7.6
C -0.683116 -0.024818 5.155060 0.5 -0.1 0.7
C -0.514099 1.754694 -0.410355 -3.4 7.1 -0.6
C 0.728304 -1.689895 0.278358 2.0 -7.9 2.2
C -3.834310 1.194047 2.541262 -0.5 0.1 0.5
C -4.458292 -1.157345 2.478709 -0.6 -0.4 1.1
H -1.246658 -3.927602 1.792656 -0.3 0.5 -0.1
H -1.611686 -0.115792 5.730180 0.1 -0.2 -0.1
H -0.084616 -0.943983 5.211047 -0.2 0.4 0.0
H 0.192725 2.105092 3.901338 -0.3 -0.2 -0.2
H -0.890639 2.028212 2.465071 0.0 -0.1 0.5
H -5.448308 -0.709482 2.651469 0.4 -0.3 0.0
H -1.145795 -2.440222 4.957947 -0.3 -0.3 -0.2
H -2.811692 -2.912313 4.504688 0.0 0.0 0.1
H -1.448619 -3.913005 4.012930 0.0 0.3 0.1
H -3.669906 1.364663 1.458507 0.1 -0.1 0.5
H -0.109884 0.789342 5.621135 -0.1 -0.3 -0.2
H -4.911549 1.299640 2.744407 0.5 0.1 0.0
H -3.281784 1.933996 3.139071 -0.2 -0.2 -0.4
H -4.375539 -2.081790 3.072068 -0.1 0.3 -0.4
H -2.965765 -3.432416 1.804091 0.4 0.1 -0.1
H -1.553559 2.341768 4.121208 0.2 -0.1 -0.1
H -4.367890 -1.367983 1.397904 0.2 0.1 0.4
H -1.781493 -2.521928 0.795408 -0.1 -0.3 0.5
```
Forces are in eV/Å.

---

DFT (ωB97M-V with the def2-TZVPD basis set) results for a structure of composition C4H10NO2 in a non-equilibrium geometry.

* charge: -1
* relative energy (zero: lowest compared OMol25 entry of this formula, charge and spin): 74.06 kcal per mole
* frontier orbital gap: 0.28813 Ha
* E: -9894.2339 eV

```
17
Properties=species:S:1:pos:R:3:forces:R:3
O -0.935795 0.864219 -0.683183 0.6 1.9 -0.7
O -1.130913 -1.437767 -0.811811 -0.7 -1.1 0.7
N 0.365838 -1.226343 1.070139 1.3 1.2 0.4
C -1.026103 -1.591651 0.572932 3.3 -1.4 -2.1
C 0.218309 1.095765 0.028566 -0.3 1.5 0.7
C 1.267789 2.295432 -0.437072 -0.9 -3.1 -1.0
C 1.059635 -0.097457 0.324182 0.5 -1.4 -0.2
H -0.144732 1.434314 1.038360 0.6 0.2 -0.1
H 1.998134 0.298990 0.798840 -0.9 -0.8 0.4
H 0.733221 3.171153 -0.515012 -1.5 2.1 -0.3
H -1.167461 -0.296899 -0.882527 0.7 -0.3 0.0
H 1.685164 2.096789 -1.482985 -0.1 0.0 1.6
H -1.740671 -0.983905 1.069909 -0.7 0.4 0.9
H -1.005332 -2.682210 0.819479 -0.9 0.6 0.2
H 1.956865 2.479253 0.377521 0.7 -0.4 -0.1
H 1.440946 -0.625533 -0.564796 -0.2 0.8 -0.5
H 1.098887 -1.931705 0.878537 -1.5 -0.3 0.3
```
Forces are in eV/Å.

---

DFT (ωB97M-V with the def2-TZVPD basis set) results for the ion C5H8NO with charge +1 in a non-equilibrium geometry.

* charge: +1
* relative energy (zero: lowest compared OMol25 entry of this formula, charge and spin): 111.73 kcal per mole
* frontier orbital gap: 0.44590 Ha
* E: -8839.9155 eV

```
15
Properties=species:S:1:pos:R:3:forces:R:3
O -2.211795 1.039639 -0.090830 -6.6 1.9 -1.4
N -2.832786 0.094572 0.805944 0.7 -1.7 1.0
C -2.365590 -1.026159 0.416865 0.6 -1.2 -0.4
C -0.015062 0.784877 1.233148 -1.7 1.8 -2.4
C -1.405664 0.326251 -1.167527 1.2 0.7 0.3
C -0.902087 1.134319 -0.064218 7.4 1.3 2.3
C -1.686804 -1.046874 -0.952947 -0.4 -4.5 1.6
H 0.751745 1.568141 1.106521 0.0 -0.9 0.9
H -1.294639 0.859581 -2.055925 -0.9 0.4 -1.7
H 0.279972 -0.198385 1.115373 1.5 -1.9 -0.3
H -0.563238 0.745972 2.161427 -0.3 0.9 0.2
H -0.556153 2.132399 -0.424563 -0.7 -0.7 0.3
H -0.794553 -1.758455 -0.920710 -0.9 1.2 -0.1
H -2.396524 -2.027021 0.914673 -0.9 1.3 0.1
H -2.476044 -1.674877 -1.483410 0.9 1.4 -0.5
```
Forces are in eV/Å.

---

DFT (ωB97M-V with the def2-TZVPD basis set) results for a structure of composition C49H40Cl5CsN11O3PSe3Te in a non-equilibrium geometry.

* charge: -2
* relative energy (zero: lowest compared OMol25 entry of this formula, charge and spin): 0.00 kcal per mole
* frontier orbital gap: 0.14894 Ha
* E: -349781.3449 eV

```
114
Properties=species:S:1:pos:R:3:forces:R:3
Cs -0.569498 0.260040 -0.550272 0.2 -1.1 1.7
Te -0.203449 1.294884 3.373508 0.0 -0.2 0.1
Se -2.285867 0.862845 4.728251 0.2 0.0 -0.1
Se 3.410987 -0.597448 3.229806 -0.4 0.0 0.4
Se 1.077271 -0.982845 3.439680 0.3 0.3 0.0
Cl 0.822042 5.923533 -1.771621 0.0 0.0 0.0
Cl 0.944648 2.857894 -1.166702 0.3 0.8 -0.4
Cl -2.885339 1.979879 -4.859453 0.0 0.0 0.0
Cl -1.165072 7.043089 -3.908593 0.0 0.0 0.0
Cl -3.035749 5.061143 -5.448279 0.0 0.0 0.0
P 2.509444 -0.508228 -2.629233 -0.3 0.0 0.0
O 5.946007 4.590892 2.767206 0.0 0.0 0.0
O -6.111359 -4.066126 -0.345854 0.1 0.1 0.0
O -0.933353 1.279017 -2.811239 -0.2 0.8 -1.5
N 2.640576 -1.848363 0.159140 0.0 -0.1 -0.2
N -1.189936 -4.666313 -2.670636 0.0 0.2 0.0
N 4.244565 2.677157 1.690046 0.0 0.0 -0.1
N -1.649224 -1.560952 1.436106 -0.3 -0.5 0.2
N -1.968348 -3.805910 -3.370902 -0.2 0.0 0.1
N -2.811764 -2.443294 3.049671 -0.1 0.0 -0.1
N -0.967305 -2.562497 -1.892662 0.0 -0.1 0.1
N -1.786776 -3.310619 2.855554 0.0 0.2 0.0
N 3.151212 1.189432 0.033678 0.2 0.5 0.3
N -8.203586 -4.449518 0.181945 -0.3 -0.1 -0.3
N -8.044852 -4.655170 -1.188325 -0.3 0.0 0.3
C 5.072672 -1.691473 -2.639350 -0.1 0.0 0.1
C -5.131122 -3.012854 3.681700 0.0 0.0 -0.1
C -5.079942 -4.598281 -5.302457 0.0 0.0 -0.1
C 6.161030 -2.336646 -2.080729 0.0 0.0 0.0
C 6.064945 -2.775676 -0.759443 0.0 0.0 0.0
C -6.445452 -4.758776 -5.135858 0.0 0.0 0.1
C 0.009421 -1.864489 -5.538684 0.1 0.0 0.0
C -1.109827 -2.724149 1.893023 0.0 -0.2 -0.2
C 5.330177 2.246648 2.567996 -0.2 0.0 -0.1
C 4.909453 -2.588387 -0.033900 0.0 0.0 0.0
C 0.679710 -1.086042 -4.609288 0.0 0.0 0.0
C 3.652911 0.366005 -5.109181 0.0 0.1 0.0
C 4.370600 2.831284 -4.068396 0.0 0.0 0.0
C -0.162174 3.475048 -2.351621 -0.1 0.1 -0.1
C -0.609541 -3.870431 -1.797816 0.0 0.0 0.1
C 4.917396 4.979430 1.868057 0.1 0.0 0.0
C 3.365858 0.650785 -3.773521 0.1 0.0 0.0
C -6.168139 -4.478254 -2.769519 -0.1 0.0 0.2
C -2.711167 -1.415056 2.197713 0.0 0.0 0.2
C -1.875102 3.094746 -4.000197 0.1 0.0 0.0
C -3.747692 -2.598360 4.127736 0.0 0.0 -0.1
C 3.882378 -1.487284 -1.932914 0.2 0.0 0.0
C 3.742077 4.022794 1.933972 0.0 -0.1 0.1
C -5.415334 -3.376836 2.369278 0.1 0.0 0.1
C -7.053399 -4.104336 0.636079 0.3 0.1 0.0
C -7.441091 -3.414975 4.270840 0.0 0.0 0.0
C -4.245560 -4.385398 -4.211872 0.0 0.0 0.1
C 3.736055 1.895479 -3.262404 0.0 0.0 0.0
C -4.794311 -4.321515 -2.935121 0.1 0.0 -0.1
C 3.788064 -1.952018 -0.601908 -0.1 0.0 0.1
C 3.648390 1.870211 0.832887 -0.2 -0.4 -0.2
C 1.348351 -3.760754 -4.921556 0.0 0.0 0.0
C 2.040584 -2.971755 -4.006342 0.0 0.0 0.0
C -6.812585 -4.417732 -1.451203 0.3 0.1 0.0
C -0.983644 2.519389 -3.040024 0.0 0.1 -0.1
C -1.823971 -2.561982 -2.887444 0.1 0.0 -0.1
C 1.723973 -1.627212 -3.849469 0.0 0.0 -0.1
C -6.707967 -3.750365 2.015883 -0.1 -0.1 -0.2
C 4.644899 2.539847 -5.397495 0.0 0.0 0.0
C -0.220381 4.832105 -2.621951 0.0 0.0 0.0
C 6.433234 3.283138 2.475147 0.0 0.1 0.0
C -1.930739 4.453741 -4.258265 0.0 -0.1 0.0
C -1.102742 5.343887 -3.576040 0.0 0.0 0.0
C 4.286472 1.303137 -5.915776 0.0 0.0 0.0
C -7.726285 -3.776412 2.965265 0.0 0.0 0.1
C 0.344000 -3.207032 -5.700524 0.0 0.0 0.0
C -2.762172 -4.261644 -4.481908 0.0 0.0 0.0
C -6.995820 -4.699768 -3.866934 0.0 0.0 -0.1
C -6.155807 -3.030885 4.621160 0.0 0.0 0.1
H -4.153971 -4.153054 -2.077246 0.0 0.0 0.0
H 5.143056 -1.311761 -3.650921 0.0 0.0 0.0
H 5.313744 5.002754 0.843885 0.0 0.0 0.0
H -2.337803 -1.698219 -3.294342 0.1 -0.1 0.0
H 6.871833 3.276114 1.467811 0.0 0.0 0.0
H 5.130716 3.274466 -6.029764 0.0 0.0 0.0
H -2.593960 -3.588944 -5.325072 0.0 0.0 0.0
H 5.666159 1.260619 2.255032 0.0 0.0 0.0
H 4.953558 2.154365 3.588595 0.0 0.0 0.0
H -5.939382 -2.728571 5.641068 0.0 0.0 0.0
H -0.188140 -3.135580 1.509515 -0.1 0.0 0.0
H -3.328249 -3.350653 4.793309 0.0 0.0 0.0
H -4.650535 -4.634492 -6.299440 0.0 0.0 0.0
H 0.105713 -4.231977 -1.073078 -0.1 0.0 -0.1
H 4.638245 3.797231 -3.654634 0.0 0.0 0.0
H -3.772522 -1.646358 4.667891 0.0 0.0 0.0
H 1.600851 -4.810280 -5.018490 0.0 0.0 0.0
H -8.060339 -4.813626 -3.712757 0.0 0.0 0.0
H 6.911988 -3.261630 -0.285892 0.0 0.0 0.0
H 3.279277 4.062405 2.924917 0.0 0.0 0.0
H 2.983673 4.265964 1.190923 0.0 0.0 0.0
H -0.787798 -1.421840 -6.126450 0.0 0.0 0.0
H 2.029499 -1.101840 -0.138235 0.1 0.1 -0.1
H -0.183158 -3.817135 -6.426654 0.0 0.0 0.0
H 3.520538 2.126077 -2.225332 0.0 0.0 0.0
H 3.370711 -0.592191 -5.527268 0.0 0.0 0.0
H -3.408987 -0.589795 2.199544 0.1 0.0 0.0
H -8.725308 -4.065223 2.667672 0.0 0.0 0.0
H 4.616631 5.987053 2.153107 0.0 0.0 0.0
H 0.373138 -0.056676 -4.445242 0.0 0.0 0.0
H 7.217333 3.078622 3.203184 0.0 0.0 0.0
H 2.823597 -1.721386 1.160944 0.1 0.0 0.0
H -2.353494 -5.230993 -4.760562 0.0 -0.1 0.0
H -7.083038 -4.920699 -5.996552 0.0 0.0 0.0
H 7.071666 -2.475289 -2.652348 0.0 0.0 0.0
H 4.844035 -2.905930 1.001879 0.0 0.0 -0.1
H -8.226754 -3.420510 5.016127 0.0 0.0 0.0
H -4.624687 -3.359295 1.629371 0.0 0.0 0.0
H 2.833005 -3.403859 -3.404831 0.0 0.0 0.0
H 4.494459 1.062170 -6.952392 0.0 0.0 0.0
```
Forces are in eV/Å.

---

DFT (ωB97M-V with the def2-TZVPD basis set) results for a structure of composition C4H4Li2O2Yb in a non-equilibrium geometry.

* charge: +2
* relative energy (zero: lowest compared OMol25 entry of this formula, charge and spin): 0.00 kcal per mole
* frontier orbital gap: 0.22258 Ha
* E: -40228.1234 eV

```
13
Properties=species:S:1:pos:R:3:forces:R:3
Yb -0.921209 2.379207 0.361558 0.6 1.0 -0.2
O 2.583026 0.695262 -0.959079 0.7 1.1 -0.3
O -2.424882 0.925309 0.861536 -0.7 -2.9 -0.3
C 0.275059 0.354125 -0.216443 -1.6 2.6 5.9
C 1.373252 0.285816 -0.929478 -4.6 -5.7 -2.1
C -0.981676 -0.925068 0.483133 3.0 0.8 -2.9
C -2.258603 -0.324634 0.764429 -0.9 2.7 1.5
Li 2.628098 1.010707 0.914956 -0.3 -0.1 -0.1
Li 3.899157 0.083717 -2.084929 -0.2 0.1 -0.1
H -0.539269 -1.235956 1.446032 0.0 0.1 -0.5
H -3.080598 -0.970637 1.114155 0.0 0.1 -0.4
H -1.089398 -1.786208 -0.195755 0.1 0.1 0.3
H 0.537044 -0.491641 -1.560114 3.8 0.3 -1.0
```
Forces are in eV/Å.

---

Let's list molar mass in order: 103.19 374.19 104.13 98.12 1536.56 271.00 g/mol.